No. 1
{
  "formula": "C14H12ClO4V",
  "method": "ωB97M-V/def2-TZVPD",
  "charge": -1,
  "e_above_lowest_ev": 0.000,
  "e_homo_ev": [-3.47, -5.17],
  "multiplicity": 4,
  "species": ["V", "C", "C", "C", "C", "C", "H", "H", "H", "H", "H", "Cl", "C", "C", "C", "C", "O", "C", "C", "O", "C", "H", "H", "H", "H", "C", "C", "O", "O", "H", "H", "H"],
  "coordinates": [[-0.08, -0.33, 1.11], [-0.74, 0.06, 3.32], [0.44, 0.81, 3.09], [1.49, -0.08, 2.82], [0.98, -1.40, 2.89], [-0.39, -1.31, 3.20], [-1.72, 0.45, 3.54], [0.51, 1.89, 3.07], [2.50, 0.19, 2.55], [1.53, -2.31, 2.70], [-1.08, -2.14, 3.27], [2.04, 2.12, -5.51], [1.80, 1.35, -3.95], [2.65, 0.29, -3.58], [2.49, -0.33, -2.38], [1.47, 0.05, -1.44], [1.38, -0.56, -0.34], [0.63, 1.14, -1.85], [-0.39, 1.70, -1.02], [-0.75, 1.32, 0.10], [0.82, 1.77, -3.11], [3.42, -0.03, -4.27], [3.13, -1.15, -2.08], [-0.91, 2.59, -1.43], [0.18, 2.60, -3.39], [-3.46, -0.85, 0.73], [-2.58, -1.78, -0.11], [-3.10, -2.63, -0.82], [-1.32, -1.59, 0.02], [-4.51, -0.98, 0.49], [-3.17, 0.20, 0.58], [-3.30, -1.06, 1.79]],
  "mulliken_spin": [2.83, 0.04, -0.02, 0.00, 0.02, 0.00, 0.01, -0.01, 0.00, 0.01, 0.00, 0.00, 0.00, 0.01, 0.00, 0.00, -0.01, 0.03, 0.07, -0.02, 0.00, 0.00, 0.00, 0.00, 0.00, 0.04, -0.01, 0.01, -0.01, 0.00, 0.00, -0.01]
}

***

No. 2
{
  "formula": "C31H67BNO15",
  "method": "ωB97M-V/def2-TZVPD",
  "charge": -1,
  "e_homo_ev": -6.17,
  "species": ["O", "C", "O", "B", "O", "C", "O", "O", "C", "O", "C", "O", "O", "C", "C", "C", "O", "H", "H", "H", "H", "H", "H", "H", "H", "C", "C", "C", "O", "H", "H", "H", "H", "H", "H", "H", "H", "C", "C", "C", "O", "H", "H", "H", "H", "H", "H", "H", "H", "C", "C", "C", "O", "H", "H", "H", "H", "H", "H", "H", "H", "C", "C", "C", "O", "H", "H", "H", "H", "H", "H", "H", "H", "C", "C", "C", "O", "H", "H", "H", "H", "H", "H", "H", "H", "C", "C", "C", "C", "C", "C", "N", "O", "C", "C", "C", "H", "H", "H", "H", "H", "H", "H", "H", "H", "H", "H", "H", "H", "H", "H", "H", "H", "H", "H"],
  "coordinates": [[-0.91, -3.62, 1.32], [-0.44, -2.66, 0.81], [0.76, -2.15, 1.00], [0.99, -0.96, 0.09], [-0.31, -0.80, -0.65], [-1.23, -1.68, -0.17], [-2.32, -1.86, -0.58], [2.06, -1.26, -0.82], [3.07, -0.40, -0.76], [4.15, -0.35, -1.39], [2.74, 0.52, 0.43], [1.51, 0.19, 0.90], [3.53, 1.33, 0.88], [3.23, -3.79, 2.69], [2.95, -4.18, 4.18], [4.24, -4.53, 5.02], [2.22, -3.19, 4.83], [3.90, -2.96, 2.43], [2.23, -3.61, 2.30], [3.53, -4.76, 2.29], [2.33, -5.08, 4.15], [4.89, -3.66, 4.98], [4.84, -5.33, 4.58], [4.17, -4.91, 6.04], [1.75, -3.54, 5.59], [-1.43, -1.30, 5.14], [-1.07, -0.60, 3.88], [-2.33, 0.00, 3.28], [-0.31, 0.48, 4.27], [-2.37, -1.82, 4.97], [-1.65, -0.70, 6.03], [-0.73, -2.07, 5.47], [-0.39, -1.23, 3.30], [-2.14, 0.58, 2.38], [-2.91, 0.57, 4.02], [-3.01, -0.82, 3.05], [-0.84, 1.28, 4.20], [-5.53, -1.83, 0.49], [-5.17, -3.22, 0.76], [-6.24, -4.16, 1.14], [-4.60, -3.81, -0.39], [-6.12, -1.61, 1.38], [-6.22, -1.73, -0.35], [-4.62, -1.22, 0.45], [-4.36, -3.33, 1.49], [-6.96, -4.29, 0.33], [-6.88, -3.92, 1.99], [-5.89, -5.18, 1.33], [-3.67, -3.82, -0.15], [5.18, -2.57, -3.96], [6.48, -2.03, -3.64], [6.80, -0.76, -4.39], [6.43, -2.04, -2.24], [5.09, -3.55, -3.49], [4.95, -2.64, -5.02], [4.39, -1.90, -3.61], [7.20, -2.81, -3.88], [6.12, 0.09, -4.35], [6.80, -0.74, -5.47], [7.76, -0.38, -4.05], [5.56, -1.69, -2.04], [6.99, 4.77, 3.06], [6.23, 4.00, 1.95], [6.86, 4.11, 0.58], [6.37, 2.63, 2.21], [6.70, 5.81, 2.90], [8.08, 4.69, 3.05], [6.60, 4.59, 4.06], [5.17, 4.22, 1.86], [6.75, 5.11, 0.16], [6.43, 3.44, -0.16], [7.94, 4.03, 0.70], [5.47, 2.31, 2.20], [-2.24, -2.05, -5.16], [-1.36, -0.92, -4.64], [-0.17, -1.55, -3.89], [-0.93, -0.18, -5.72], [-1.98, -2.47, -6.13], [-3.19, -1.62, -5.49], [-2.41, -2.93, -4.54], [-1.99, -0.31, -3.99], [-0.48, -2.24, -3.11], [0.59, -0.90, -3.47], [0.50, -2.08, -4.57], [-1.60, -0.04, -6.39], [-5.49, 3.86, 0.84], [-4.13, 3.82, 0.06], [-3.04, 3.15, 0.97], [-1.81, 2.63, 0.19], [-2.28, 1.76, -1.04], [-3.24, 2.54, -2.05], [-4.34, 3.12, -1.20], [-5.36, 3.62, -2.07], [-2.57, 3.64, -2.79], [-3.81, 1.51, -3.00], [-3.65, 5.24, -0.22], [-5.37, 4.42, 1.76], [-5.90, 2.89, 1.10], [-6.30, 4.37, 0.31], [-2.54, 3.89, 1.59], [-3.49, 2.39, 1.61], [-1.24, 2.04, 0.91], [-1.29, 3.50, -0.21], [-2.72, 0.80, -0.77], [-1.47, 1.53, -1.74], [-1.64, 3.26, -3.21], [-3.20, 4.03, -3.59], [-2.11, 4.42, -2.18], [-3.36, 1.47, -3.99], [-3.75, 0.49, -2.62], [-4.86, 1.66, -3.27], [-3.88, 5.44, -1.27], [-2.56, 5.33, -0.17], [-4.25, 5.95, 0.34], [-5.89, 2.84, -2.22]],
  "mulliken_charge": [-0.68, 0.19, 0.00, 1.22, 0.28, 0.45, -0.47, -1.24, 0.83, -0.69, 0.34, -0.68, -0.62, -0.98, 0.45, -1.37, -0.48, 0.38, 0.02, 0.41, 0.20, 0.33, 0.37, 0.38, 0.28, -1.57, 1.83, -1.44, -0.58, 0.36, 0.37, 0.17, -0.41, -0.05, 0.65, 0.33, 0.32, -0.82, 0.93, -1.71, -0.61, 0.36, 0.35, -0.14, 0.18, 0.35, 0.38, 0.36, 0.35, -1.43, 0.76, -1.46, -0.54, 0.31, 0.40, 0.39, 0.24, 0.32, 0.40, 0.33, 0.32, -1.30, 0.50, -1.25, -0.55, 0.38, 0.30, 0.33, 0.37, 0.36, 0.27, 0.31, 0.30, -1.64, 2.11, -1.45, -0.60, 0.44, 0.42, 0.34, -0.94, 0.20, 0.32, 0.46, 0.36, -2.09, 1.87, -1.33, -0.57, -0.84, 2.22, 0.26, -0.50, -2.03, -1.76, -1.74, 0.49, 0.36, 0.44, 0.36, 0.22, 0.08, 0.64, -0.07, 0.41, 0.45, 0.38, 0.41, 0.21, 0.19, 0.52, 0.33, 0.33, 0.44, 0.36]
}

***

No. 3
{
  "formula": "C4H6OS3",
  "method": "ωB97M-V/def2-TZVPD",
  "charge": 0,
  "e_above_lowest_ev": 0.949,
  "smiles": "CC(=S)SCOC=S",
  "e_homo_ev": -8.99,
  "species": ["C", "C", "S", "S", "C", "O", "C", "S", "H", "H", "H", "H", "H", "H"],
  "coordinates": [[-1.21, 2.41, -0.61], [-0.85, 0.93, -0.80], [-1.93, -0.17, -1.38], [0.77, 0.62, -0.31], [0.93, -1.22, -0.48], [0.35, -1.91, 0.61], [1.03, -1.98, 1.78], [0.50, -2.77, 3.07], [-1.24, 2.74, 0.47], [-2.21, 2.61, -1.03], [-0.47, 3.06, -1.09], [0.38, -1.49, -1.39], [1.99, -1.43, -0.52], [1.96, -1.40, 1.68]],
  "mulliken_charge": [-1.09, 0.45, -0.26, -0.01, -0.68, -0.20, 0.05, -0.26, 0.29, 0.33, 0.32, 0.39, 0.42, 0.26]
}

***

No. 4
{
  "formula": "C42H52NOS",
  "method": "ωB97M-V/def2-TZVPD",
  "charge": 0,
  "e_homo_ev": [-8.74, -9.15],
  "multiplicity": 2,
  "species": ["C", "C", "C", "C", "S", "C", "C", "C", "C", "N", "O", "C", "C", "C", "C", "H", "H", "H", "H", "H", "H", "H", "H", "H", "H", "H", "H", "H", "H", "H", "H", "H", "H", "H", "H", "H", "H", "C", "C", "C", "C", "C", "C", "H", "H", "H", "H", "H", "H", "C", "C", "C", "C", "C", "C", "H", "H", "H", "H", "H", "H", "C", "C", "C", "C", "C", "C", "H", "H", "H", "H", "H", "H", "C", "C", "C", "C", "C", "C", "H", "H", "H", "H", "H", "H", "C", "C", "C", "C", "C", "C", "H", "H", "H", "H", "H", "H"],
  "coordinates": [[3.32, -2.17, 2.12], [2.51, -1.45, 1.25], [1.14, -1.91, 0.63], [-0.04, -2.15, 1.67], [0.34, -3.73, 2.63], [-0.30, -0.95, 2.69], [-1.22, 0.23, 2.15], [-1.68, 1.06, 3.46], [-0.31, 1.25, 1.31], [-2.46, -0.17, 1.46], [-2.66, 0.47, 0.34], [-2.65, -1.64, 1.35], [-3.34, -2.27, 2.66], [-3.77, -1.85, 0.19], [-1.38, -2.44, 0.85], [4.34, -1.74, 2.36], [3.03, -3.11, 2.66], [2.86, -0.40, 0.98], [0.78, -1.10, -0.09], [1.22, -2.85, 0.00], [-0.41, -3.75, 3.79], [-0.73, -1.38, 3.66], [0.69, -0.48, 3.00], [-2.25, 0.33, 4.12], [-2.37, 1.92, 3.20], [-0.74, 1.39, 4.01], [0.75, 1.32, 1.75], [-0.16, 0.91, 0.24], [-0.73, 2.30, 1.31], [-4.36, -1.78, 2.71], [-3.45, -3.39, 2.59], [-2.80, -1.94, 3.61], [-3.36, -1.68, -0.84], [-4.72, -1.29, 0.41], [-4.02, -2.96, 0.25], [-1.61, -3.55, 0.78], [-1.17, -2.12, -0.23], [-0.64, 2.41, -3.08], [-0.70, 1.04, -2.83], [0.03, 0.16, -3.62], [0.83, 0.65, -4.65], [0.89, 2.02, -4.90], [0.15, 2.90, -4.11], [-1.21, 3.10, -2.46], [-1.32, 0.67, -2.02], [-0.02, -0.90, -3.43], [1.40, -0.04, -5.27], [1.51, 2.40, -5.70], [0.19, 3.96, -4.31], [7.48, -1.50, 3.24], [6.92, -0.27, 3.59], [7.74, 0.84, 3.75], [9.11, 0.74, 3.53], [9.66, -0.49, 3.18], [8.85, -1.60, 3.03], [6.84, -2.37, 3.12], [5.85, -0.19, 3.75], [7.30, 1.80, 4.03], [9.74, 1.61, 3.65], [10.73, -0.57, 3.01], [9.28, -2.56, 2.76], [-1.73, 4.96, -9.57], [-1.84, 4.67, -8.21], [-1.23, 3.54, -7.69], [-0.49, 2.70, -8.51], [-0.38, 2.99, -9.87], [-1.00, 4.11, -10.40], [-2.21, 5.84, -9.98], [-2.41, 5.33, -7.57], [-1.32, 3.32, -6.63], [-0.01, 1.82, -8.10], [0.20, 2.33, -10.52], [-0.92, 4.33, -11.46], [3.13, -1.15, 7.57], [3.12, -1.29, 6.18], [2.13, -2.05, 5.57], [1.14, -2.66, 6.34], [1.15, -2.51, 7.72], [2.15, -1.76, 8.34], [3.91, -0.56, 8.04], [3.89, -0.81, 5.58], [2.12, -2.16, 4.49], [0.37, -3.24, 5.86], [0.38, -2.98, 8.32], [2.16, -1.65, 9.41], [-7.99, 0.98, -2.38], [-6.82, 1.30, -1.70], [-5.59, 0.82, -2.16], [-5.54, 0.04, -3.32], [-6.72, -0.27, -4.00], [-7.94, 0.20, -3.53], [-8.94, 1.35, -2.01], [-6.85, 1.91, -0.80], [-4.68, 1.06, -1.63], [-4.59, -0.32, -3.68], [-6.68, -0.87, -4.90], [-8.85, -0.05, -4.05]],
  "mulliken_spin": [0.00, 0.00, 0.00, -0.01, 0.00, 0.00, 0.00, 0.03, 0.00, 0.39, 0.53, 0.03, 0.00, 0.00, 0.02, 0.00, 0.00, 0.00, 0.00, 0.00, 0.00, 0.00, 0.00, 0.00, 0.00, 0.00, 0.00, 0.01, 0.00, -0.01, 0.00, 0.00, 0.00, 0.00, 0.00, 0.00, 0.00, 0.00, -0.01, 0.00, 0.00, 0.00, 0.00, 0.00, 0.01, 0.00, 0.00, 0.00, 0.00, 0.00, 0.00, 0.00, 0.00, 0.00, 0.00, 0.00, 0.00, 0.00, 0.00, 0.00, 0.00, 0.00, 0.00, 0.00, 0.00, 0.00, 0.00, 0.00, 0.00, 0.00, 0.00, 0.00, 0.00, 0.00, 0.00, 0.00, 0.00, 0.00, 0.00, 0.00, 0.00, 0.00, 0.00, 0.00, 0.00, 0.00, 0.00, 0.00, 0.00, 0.00, 0.00, 0.00, 0.00, 0.00, 0.00, 0.00, 0.00]
}